# C24H45BCl36N2O

19 unconnected molecules or ions with the total composition C24H45BCl36N2O (wB97M-V/def2-TZVPD, OMol25).

Output
HOMO	-9.23	eV
HOMO-LUMO gap	9.34	eV
maximum force	0.031	hartree/bohr
E_LUMO	0.10	eV
calculated total energy	-482128.672	eV

```
! wB97M-V def2-TZVPD RIJCOSX def2/J DEFGRID3
* xyz 0 1
C -0.81451 -1.44137 -1.56993
C -0.43586 -2.26915 -0.77896
C 0.35077 -3.03901 0.20154
C 0.99089 -2.15063 1.29765
C 2.05304 -1.22132 0.68810
B 2.68823 -0.27415 1.74831
N 2.53815 1.14663 1.70486
O 3.50766 -0.83322 2.84393
C 4.74400 -0.53796 2.61099
N 5.81968 -0.24725 2.33366
H -0.98884 -0.71405 -2.32372
H 1.16231 -3.53284 -0.33671
H -0.26753 -3.77125 0.72190
H 1.41654 -2.80051 2.06130
H 0.17833 -1.54115 1.69884
H 1.64231 -0.59331 -0.10047
H 2.83115 -1.85423 0.24304
H 3.06546 1.47854 0.89618
H 3.00022 1.59202 2.49639
C -3.53052 -3.40010 -4.30798
Cl -3.29029 -2.90793 -5.99465
Cl -2.48289 -2.47612 -3.21747
H -4.56478 -3.22434 -4.03923
H -3.29125 -4.45109 -4.21794
C -1.46865 2.22289 0.33112
Cl -0.13775 3.38342 0.35805
Cl -0.89476 0.55412 0.12285
H -2.00859 2.27728 1.26701
H -2.12978 2.46912 -0.48805
C -4.99744 1.33194 1.65558
Cl -4.85987 1.76650 -0.05347
Cl -3.99383 2.36173 2.69617
H -6.03043 1.45302 1.95862
H -4.69094 0.29814 1.76768
C -0.65783 2.48225 5.26188
Cl -1.62652 3.92666 4.91885
Cl 0.25622 1.97724 3.83176
H 0.04454 2.70615 6.05970
H -1.32236 1.67912 5.56163
C -0.90596 -0.36452 -7.57646
Cl 0.65195 -1.01660 -8.09183
Cl -0.70591 1.05044 -6.52783
H -1.46102 -0.07013 -8.46030
H -1.44147 -1.12962 -7.02681
C -3.39762 -3.82503 1.91247
Cl -3.77061 -2.10578 2.11089
Cl -1.89947 -4.24094 2.73501
H -4.21087 -4.40404 2.33541
H -3.27281 -4.07910 0.86559
C 3.01585 -0.91468 -3.53214
Cl 3.41587 0.58657 -2.67864
Cl 1.74632 -1.81844 -2.69393
H 2.66408 -0.66282 -4.52585
H 3.90922 -1.52524 -3.59428
C 8.83737 -2.00326 3.27565
Cl 10.53024 -1.52341 3.10648
Cl 8.62515 -3.74208 3.01076
H 8.50466 -1.76231 4.27772
H 8.24329 -1.46459 2.54659
C -7.83195 -2.34985 -3.55519
Cl -6.48130 -1.21604 -3.67088
Cl -7.29421 -4.02887 -3.71547
H -8.30471 -2.22884 -2.58798
H -8.53741 -2.13474 -4.34876
C 0.71132 5.14709 7.96613
Cl 2.23652 5.77501 7.33511
Cl 0.73592 3.38369 8.11227
H 0.53699 5.57301 8.94656
H -0.08622 5.42250 7.28619
C -0.49459 -3.40116 -11.05883
Cl -1.05532 -4.58369 -12.24571
Cl -1.69570 -3.11798 -9.79401
H 0.41146 -3.77390 -10.59633
H -0.29901 -2.46375 -11.56601
C -2.72843 7.49164 3.20767
Cl -1.80588 7.26387 4.70324
Cl -3.25178 5.95551 2.51582
H -3.60404 8.08895 3.43193
H -2.10050 8.00188 2.48675
C 1.88546 -3.58943 5.17711
Cl 0.83969 -2.16818 5.27597
Cl 1.09870 -4.92213 4.31956
H 2.78775 -3.31820 4.64112
H 2.12739 -3.91753 6.18074
C -0.06475 9.52306 6.95098
Cl -0.78149 8.16682 7.83189
Cl -0.98611 11.01184 7.17947
H 0.94408 9.67616 7.31502
H -0.05370 9.27788 5.89543
C -1.53039 5.76720 -2.47055
Cl -1.25523 7.20840 -1.48500
Cl -2.83736 4.77058 -1.82384
H -1.79521 6.07793 -3.47403
H -0.62160 5.17667 -2.48352
C -4.58656 -6.42897 -1.68897
Cl -5.08375 -6.64422 -3.36903
Cl -3.23353 -5.29522 -1.54116
H -5.42770 -6.03828 -1.12787
H -4.28217 -7.38901 -1.28957
C -0.90429 2.59660 -9.85311
Cl -1.38642 1.12768 -10.71886
Cl -0.27211 3.82543 -10.95250
H -1.77231 2.99734 -9.34349
H -0.13342 2.33861 -9.13660
C 11.33822 -5.83242 5.15027
Cl 12.77216 -4.93036 5.65397
Cl 11.74200 -7.48632 4.67076
H 10.64252 -5.87111 5.97978
H 10.88642 -5.32540 4.30604
*
```